{
  "formula": "C9H15NO3",
  "method": "wB97M-V/def2-TZVPD",
  "homo_ev": -9.25,
  "energy_ev": -17209.8488,
  "smiles": "CC[C@@H](C)N1C[C@@H](C(=O)O)CC1=O",
  "orbital_gap_ev": 9.81,
  "relative_energy_kcal_mol": 10.4,
  "max_force_ev_per_a": 1.9,
  "lumo_energy_ha": 0.0203,
  "total_charge": 0,
  "species": ["C", "C", "C", "C", "N", "C", "C", "C", "O", "O", "C", "C", "O", "H", "H", "H", "H", "H", "H", "H", "H", "H", "H", "H", "H", "H", "H", "H"],
  "xyz": [[-0.626, -3.402, 1.436], [0.114, -2.234, 0.763], [-0.697, -0.938, 0.664], [-1.141, -0.341, 1.985], [0.078, 0.054, -0.101], [-0.368, 0.501, -1.409], [0.650, 1.601, -1.742], [0.019, 2.982, -1.577], [0.045, 3.498, -0.485], [-0.366, 3.620, -2.719], [1.856, 1.376, -0.799], [1.276, 0.545, 0.313], [1.927, 0.236, 1.312], [0.035, -4.259, 1.430], [-1.589, -3.605, 0.893], [-0.941, -3.141, 2.460], [1.037, -2.054, 1.336], [0.420, -2.547, -0.257], [-1.589, -1.148, 0.055], [-1.633, 0.677, 1.849], [-1.870, -1.006, 2.443], [-0.282, -0.201, 2.635], [-1.404, 0.889, -1.326], [-0.362, -0.297, -2.160], [0.995, 1.533, -2.787], [-0.526, 4.540, -2.483], [2.291, 2.291, -0.456], [2.651, 0.828, -1.273]]
}

{
  "formula": "C22H22N3O4Ru",
  "method": "wB97M-V/def2-TZVPD",
  "homo_ev": [-16.89, -18.66],
  "energy_ev": -38380.8733,
  "orbital_gap_ev": [6.95, 6.16],
  "relative_energy_kcal_mol": 92.7,
  "s2": 6.056,
  "max_force_ev_per_a": 1.4,
  "lumo_energy_ha": [-0.3654, -0.4592],
  "total_charge": 3,
  "spin_multiplicity": 5,
  "species": ["Ru", "O", "C", "O", "C", "C", "C", "C", "C", "N", "C", "O", "O", "H", "H", "H", "H", "H", "C", "C", "C", "C", "C", "C", "C", "C", "C", "C", "N", "C", "C", "C", "C", "C", "N", "H", "H", "H", "H", "H", "H", "H", "H", "H", "H", "H", "H", "H", "H", "H", "H", "H"],
  "xyz": [[1.069, -0.792, -0.533], [-2.756, -0.833, 2.061], [-1.680, -1.297, 1.471], [-1.758, -1.459, 0.100], [-0.446, -1.368, 2.148], [-0.449, -1.497, 3.561], [0.719, -1.759, 4.219], [1.893, -1.929, 3.472], [1.852, -1.748, 2.111], [0.717, -1.410, 1.443], [3.048, -1.894, 1.229], [4.177, -2.354, 1.646], [2.952, -1.573, 0.038], [-3.592, -1.185, 1.712], [-1.389, -1.418, 4.088], [0.736, -1.872, 5.295], [2.813, -2.178, 3.984], [4.222, -2.645, 2.570], [-3.430, 2.391, -1.164], [-2.435, 2.667, -0.022], [-1.109, 3.121, -0.546], [-0.906, 4.421, -0.947], [0.336, 4.829, -1.438], [1.431, 3.922, -1.546], [1.294, 2.624, -1.150], [2.427, 1.627, -1.278], [2.254, 0.514, -2.332], [0.014, 2.225, -0.666], [-0.093, 0.900, -0.302], [-0.663, -0.045, -0.955], [-1.283, -2.624, -0.460], [-1.982, -3.843, -0.680], [-1.078, -4.641, -1.314], [0.138, -3.875, -1.468], [-0.001, -2.655, -0.940], [-4.389, 2.087, -0.749], [-3.082, 1.606, -1.839], [-3.597, 3.283, -1.765], [-2.316, 1.791, 0.617], [-2.843, 3.458, 0.609], [-1.712, 5.139, -0.865], [0.476, 5.859, -1.742], [2.370, 4.277, -1.949], [2.677, 1.215, -0.291], [3.320, 2.177, -1.576], [1.421, -0.286, -2.316], [3.178, -0.042, -2.469], [1.972, 0.949, -3.294], [-1.366, 0.052, -1.777], [-3.002, -4.063, -0.409], [-1.214, -5.652, -1.664], [1.061, -4.197, -1.929]]
}

{
  "formula": "C8H15AuCl2N5",
  "method": "wB97M-V/def2-TZVPD",
  "homo_ev": [-3.81, -4.98],
  "energy_ev": -44724.1182,
  "orbital_gap_ev": [7.09, 8.12],
  "relative_energy_kcal_mol": 0.0,
  "s2": 2.010,
  "max_force_ev_per_a": 4.7,
  "lumo_energy_ha": [0.1204, 0.1156],
  "total_charge": -1,
  "spin_multiplicity": 3,
  "species": ["Au", "Cl", "Cl", "C", "H", "H", "C", "C", "H", "C", "H", "C", "H", "H", "C", "H", "H", "C", "H", "H", "H", "H", "N", "N", "N", "C", "N", "N", "H", "H", "H"],
  "xyz": [[-1.020, 1.544, 1.475], [-1.211, 2.854, -0.359], [-0.829, 0.351, 3.419], [0.897, -1.781, -2.138], [1.103, -2.712, -1.576], [1.374, -0.932, -1.587], [-0.629, -1.459, -1.701], [1.617, -1.830, -3.364], [-1.182, -2.274, -1.257], [1.313, -0.787, -4.348], [2.284, -2.669, -3.591], [0.848, 0.551, -3.677], [2.239, -0.602, -4.917], [0.552, -1.078, -5.095], [-0.601, 0.688, -3.240], [1.539, 0.779, -2.854], [0.997, 1.321, -4.447], [-1.278, -0.297, -2.210], [-0.694, 1.679, -2.766], [-1.257, 0.713, -4.127], [-1.548, 0.309, -1.328], [-2.228, -0.628, -2.647], [-2.388, -2.657, 3.597], [-1.629, -2.580, 2.451], [-0.273, -2.643, 2.535], [0.080, -1.968, 1.442], [-0.964, -1.369, 0.835], [-2.058, -1.715, 1.495], [-3.362, -2.764, 3.336], [-2.033, -3.397, 4.189], [1.104, -1.903, 1.092]]
}

{
  "formula": "C2H3Cl2N3S",
  "method": "wB97M-V/def2-TZVPD",
  "homo_ev": -9.15,
  "energy_ev": -42469.0286,
  "smiles": "[H]/N=C(\\Cl)C=S.[H]/N=N\\Cl",
  "orbital_gap_ev": 7.76,
  "max_force_ev_per_a": 4.6,
  "lumo_energy_ha": -0.0513,
  "total_charge": 0,
  "species": ["H", "N", "C", "Cl", "C", "S", "H", "H", "N", "N", "Cl"],
  "xyz": [[0.538, -1.708, -1.464], [0.550, -0.793, -0.997], [1.380, -0.453, -0.128], [2.633, -1.532, 0.506], [1.266, 0.693, 0.690], [0.014, 1.667, 0.315], [2.081, 0.726, 1.453], [-2.746, 0.687, 0.022], [-2.055, 0.461, 0.721], [-2.091, -0.657, 1.016], [-3.198, -1.731, 0.099]]
}